Here is a 4-piece molecular cluster, C2H11O4 overall at a distorted geometry from the Open Molecules 2025 dataset. Energies are from the ωB97M-V functional and the def2-TZVPD basis.

The HOMO-LUMO gap is 8.5 eV. For the total energy, the calculation gives -10443.4216 eV. The value obtained for the HOMO energy is -4.42 eV. As for the total charge: -1.

Each line ends with the Löwdin charge.
Element x y z (Å)
C -0.883 -0.958 -0.061  -0.4220
O -0.476 0.361 -0.309  -0.3731
C -0.374 -1.736 1.182  -0.1065
H -1.984 -0.855 0.164  0.0976
H -0.723 -1.534 -0.966  0.0865
H 0.690 -1.972 1.116  0.0621
H -0.398 -0.870 1.851  0.0376
H -1.122 -2.468 1.487  0.0568
H 0.047 0.975 1.144  -0.0090
H 0.885 1.986 1.945  -0.0031
O 0.257 1.282 2.084  -0.1309
H 2.493 0.489 -0.712  0.0022
H 0.964 0.181 -0.903  -0.0189
O 1.875 0.163 -1.374  -0.1451
H 0.329 1.761 -2.437  -0.0024
H -0.946 1.379 -1.691  -0.0011
O -0.634 1.815 -2.520  -0.1306

Cartesian forces (eV/Å) of the 6 atoms listed first:
-1.778 0.516 -0.206
1.080 -0.725 1.095
0.241 2.745 -0.380
0.390 -0.647 -0.522
-0.216 -0.497 -0.401
-0.230 -0.774 -0.024